Model i:
Density functional theory data (the ωB97M-V functional and the def2-TZVPD basis) for the ion C4H12N2 with charge +2.

CARTESIAN COORDINATES (ANGSTROEM)
N  -0.796  -2.902  0.358
C  -0.240  -1.833  -0.326
C  -0.206  -0.535  0.064
C  0.426  0.457  -0.746
C  0.028  1.906  -0.603
N  0.638  2.356  0.766
H  -1.667  -3.330  -0.041
H  0.021  -3.421  0.798
H  -1.297  -2.649  1.307
H  0.430  -2.365  -1.081
H  -0.632  -0.133  0.936
H  0.332  0.150  -1.845
H  1.501  0.484  -0.693
H  0.344  2.474  -1.425
H  -1.096  1.862  -0.417
H  -0.131  2.811  1.123
H  1.046  1.702  1.387
H  1.302  2.967  0.439

- total charge = +2
- SMILES string = [NH3+]/C=C/CC[NH3+]
- LUMO (eV) = -7.3148
- HOMO level (eV) = -18.55

From a natural (NBO) analysis of the wavefunction, the atomic charges in e read: -0.725, -0.052, -0.145, -0.503, -0.196, -0.663, 0.493, 0.489, 0.452, 0.254, 0.214, 0.286, 0.254, 0.270, 0.236, 0.447, 0.443, 0.447



Model ii:
Density functional theory data (the ωB97M-V functional and the def2-TZVPD basis) for the ion C4H12N2 with charge +2.

CARTESIAN COORDINATES (ANGSTROEM)
N  2.003  0.468  -2.545
C  1.199  -0.040  -1.244
C  0.233  0.626  -0.631
C  -0.058  0.431  0.955
C  -1.242  -0.647  0.950
N  -2.017  -0.675  2.305
H  1.367  0.788  -3.373
H  2.605  1.272  -2.281
H  2.673  -0.252  -2.856
H  1.466  -1.096  -1.060
H  -0.241  1.555  -0.986
H  -0.324  1.354  1.417
H  0.796  0.176  1.603
H  -1.978  -0.604  0.128
H  -0.731  -1.705  0.947
H  -1.276  -0.504  3.108
H  -2.840  -0.124  2.234
H  -2.215  -1.632  2.621

- total charge = +2
- SMILES string = [NH3+]/C=C/CC[NH3+]
- LUMO (eV) = -7.1995
- HOMO level (eV) = -18.62

From a natural (NBO) analysis of the wavefunction, the atomic charges in e read: -0.735, -0.026, -0.167, -0.441, -0.232, -0.702, 0.478, 0.462, 0.464, 0.248, 0.258, 0.253, 0.257, 0.256, 0.241, 0.467, 0.460, 0.458



Which of them is the least stable? Correct choice: model i.



Model i:
Density functional theory data (the ωB97M-V functional and the def2-TZVPD basis) for a structure of composition C2H6N5P.

CARTESIAN COORDINATES (ANGSTROEM)
C  0.984  -0.251  -1.560
C  -0.173  0.665  -1.299
N  1.122  -1.090  -0.376
N  0.475  -0.454  0.528
N  -0.553  -1.640  2.559
N  -0.277  0.602  0.150
N  -1.309  0.911  0.884
P  0.177  -0.349  2.303
H  0.886  -0.662  -2.479
H  1.997  0.287  -1.718
H  -0.084  1.745  -1.510
H  -1.020  0.278  -1.953
H  -0.847  -1.968  3.512
H  -1.379  1.926  0.958

- total charge = 0
- LUMO (spin up / spin down) (eV) = -0.0009 / 0.2100
- HOMO level (spin up / spin down) (eV) = -7.57 / -7.77

From a natural (NBO) analysis of the wavefunction, the atomic charges in e read: -0.282, -0.271, -0.214, -0.158, -1.215, -0.021, -0.679, 1.259, 0.214, 0.199, 0.221, 0.208, 0.407, 0.330



Model ii:
Density functional theory data (the ωB97M-V functional and the def2-TZVPD basis) for the molecule C2H6N5P.

CARTESIAN COORDINATES (ANGSTROEM)
N  -0.542  0.580  3.115
P  -0.270  -0.774  2.201
N  0.269  -0.046  0.996
C  0.761  -0.697  -0.248
C  0.276  -0.129  -1.599
N  -0.488  -1.270  -2.200
N  -0.338  -2.319  -1.381
N  0.254  -2.105  -0.329
H  -0.195  1.487  2.922
H  -0.954  0.462  4.064
H  1.890  -0.883  -0.009
H  -0.302  0.718  -1.554
H  1.178  0.029  -2.340
H  -0.627  -1.549  -3.145

- total charge = 0
- SMILES string = N/P=N/[C@@H]1CNN=N1
- LUMO (eV) = 0.7988
- HOMO level (eV) = -8.73

From a natural (NBO) analysis of the wavefunction, the atomic charges in e read: -1.177, 1.268, -1.008, 0.021, -0.271, -0.455, 0.034, -0.247, 0.408, 0.392, 0.215, 0.219, 0.200, 0.400



Which of them is the least stable? Correct choice: model i.



Model i:
Density functional theory data (the ωB97M-V functional and the def2-TZVPD basis) for a structure of composition C3H4Br2S.

CARTESIAN COORDINATES (ANGSTROEM)
C  -0.152  -0.511  0.564
C  0.168  0.565  -0.547
C  -1.346  -1.256  0.212
S  1.537  1.532  -0.010
Br  -3.033  -0.480  0.490
Br  -1.271  -2.520  -1.171
H  0.709  -1.179  0.638
H  -0.296  0.015  1.508
H  0.409  0.051  -1.478
H  -0.704  1.203  -0.678

- total charge = 0
- LUMO (spin up / spin down) (eV) = -0.6819 / -2.0971
- HOMO level (spin up / spin down) (eV) = -9.35 / -8.31

From a natural (NBO) analysis of the wavefunction, the atomic charges in e read: -0.527, -0.590, -0.163, 0.120, 0.112, 0.113, 0.244, 0.243, 0.227, 0.220



Model ii:
Density functional theory data (the ωB97M-V functional and the def2-TZVPD basis) for a cluster of 2 separate species, C3H4Br2S in total.

CARTESIAN COORDINATES (ANGSTROEM)
C  -1.506  -0.943  -0.248
C  -1.009  0.270  -0.164
C  1.179  0.454  -0.243
S  1.740  -0.881  0.731
Br  -1.713  1.988  -0.250
Br  1.761  2.254  0.067
H  -2.467  -1.335  -0.049
H  -1.061  -1.905  -0.383
H  1.239  0.324  -1.359
H  1.837  -0.228  1.898

- total charge = 0
- LUMO (eV) = 0.3302
- HOMO level (eV) = -8.56

From a natural (NBO) analysis of the wavefunction, the atomic charges in e read: -0.525, -0.091, -0.502, 0.074, 0.120, 0.087, 0.224, 0.233, 0.243, 0.136



Which of them is the least stable? Correct choice: model ii.



Model i:
Density functional theory data (the ωB97M-V functional and the def2-TZVPD basis) for a cluster of 2 separate species, C16H19N3O2 in total.

CARTESIAN COORDINATES (ANGSTROEM)
C  -4.062  2.956  -0.243
C  -2.581  3.066  -0.196
C  -1.754  1.969  -0.090
N  -0.432  1.990  -0.010
C  0.241  3.180  -0.075
O  1.456  3.314  0.001
N  -0.573  4.305  -0.234
C  -1.955  4.375  -0.267
O  -2.512  5.469  -0.351
H  -4.523  3.945  -0.257
H  -4.398  2.410  -1.135
H  -4.446  2.407  0.626
H  -2.188  0.961  -0.056
H  -0.072  5.179  -0.271
C  -0.143  -2.643  -4.006
N  0.218  -2.721  -2.599
C  0.270  -4.048  -1.993
C  0.545  -1.633  -1.910
C  0.954  -1.684  -0.564
C  1.025  -0.574  0.256
C  1.542  -0.613  1.593
C  1.308  0.430  2.527
C  1.685  0.289  3.858
C  2.351  -0.871  4.287
C  2.666  -1.876  3.363
C  2.295  -1.736  2.032
H  -0.560  -3.609  -4.297
H  -0.892  -1.856  -4.157
H  0.729  -2.418  -4.638
H  -0.223  -4.738  -2.682
H  1.305  -4.381  -1.821
H  -0.260  -4.053  -1.033
H  0.474  -0.669  -2.435
H  1.186  -2.667  -0.138
H  0.629  0.376  -0.111
H  0.812  1.332  2.164
H  1.463  1.084  4.570
H  2.639  -0.987  5.329
H  3.209  -2.771  3.671
H  2.573  -2.489  1.293

- total charge = 0
- LUMO (eV) = -1.9783
- HOMO level (eV) = -6.41

From a natural (NBO) analysis of the wavefunction, the atomic charges in e read: -0.626, -0.272, 0.090, -0.710, 0.753, -0.700, -0.639, 0.632, -0.672, 0.242, 0.195, 0.198, 0.160, 0.409, -0.413, -0.319, -0.425, 0.223, -0.398, 0.029, -0.068, -0.135, -0.224, -0.151, -0.233, -0.171, 0.219, 0.229, 0.220, 0.222, 0.220, 0.229, 0.239, 0.210, 0.296, 0.266, 0.229, 0.221, 0.220, 0.204



Model ii:
Density functional theory data (the ωB97M-V functional and the def2-TZVPD basis) for the molecule C16H19N3O2.

CARTESIAN COORDINATES (ANGSTROEM)
C  -0.077  5.552  -1.001
C  0.910  4.965  -0.061
C  1.714  5.654  0.890
C  2.447  4.684  1.499
N  2.082  3.489  0.937
C  2.663  2.263  1.273
O  3.589  2.250  2.057
C  2.130  1.039  0.647
C  2.990  -0.061  0.596
C  2.571  -1.256  0.059
C  1.265  -1.406  -0.419
N  0.914  -2.640  -0.955
C  -0.256  -3.361  -1.005
O  -0.227  -4.455  -1.524
C  -1.480  -2.761  -0.356
C  -2.533  -3.823  -0.004
C  -3.276  -4.286  -1.254
C  -3.512  -3.259  1.022
C  0.410  -0.304  -0.375
C  0.835  0.899  0.153
N  1.148  3.677  -0.015
H  0.403  6.300  -1.630
H  -0.496  4.770  -1.628
H  -0.878  6.040  -0.448
H  1.731  6.708  1.075
H  3.187  4.715  2.273
H  3.992  0.047  0.981
H  3.251  -2.095  0.013
H  1.704  -3.195  -1.268
H  -1.171  -2.228  0.545
H  -1.926  -2.042  -1.047
H  -2.018  -4.685  0.431
H  -2.574  -4.687  -1.978
H  -3.816  -3.456  -1.707
H  -3.993  -5.064  -1.001
H  -2.996  -2.969  1.936
H  -4.262  -4.004  1.276
H  -4.021  -2.384  0.622
H  -0.585  -0.369  -0.780
H  0.160  1.738  0.171

- total charge = 0
- SMILES string = Cc1ccn(C(=O)c2ccc(NC(=O)CC(C)C)cc2)n1
- LUMO (eV) = 0.0163
- HOMO level (eV) = -8.83

From a natural (NBO) analysis of the wavefunction, the atomic charges in e read: -0.641, 0.173, -0.322, -0.003, -0.246, 0.679, -0.561, -0.132, -0.140, -0.258, 0.184, -0.611, 0.702, -0.602, -0.510, -0.207, -0.610, -0.600, -0.258, -0.156, -0.281, 0.225, 0.233, 0.224, 0.229, 0.244, 0.236, 0.215, 0.409, 0.230, 0.227, 0.209, 0.236, 0.192, 0.207, 0.205, 0.212, 0.199, 0.219, 0.250



Which of them is the least stable? Correct choice: model i.